This record from OMol25 describes a structure of composition C13H11F6N6O6S3V in a non-equilibrium geometry. The level of theory is wB97M-V/def2-TZVPD.

```
46
Properties=species:S:1:pos:R:3:forces:R:3
V -0.200011 -0.648341 0.480441 -0.3932 1.5574 2.0997
C 4.438822 0.663346 -3.133717 -0.0626 -0.0494 0.2114
C 4.076951 0.857637 -1.704681 -0.1535 -0.1474 -0.1668
N 4.728685 1.554614 -0.838677 -0.2437 -0.0364 0.5348
N 3.985694 1.432885 0.317366 0.6054 0.3364 -0.1734
C 2.905474 0.689041 0.181462 -0.2403 -0.1363 0.1744
S 1.780366 0.340412 1.416008 0.1088 0.2138 -0.1297
N 2.945984 0.305013 -1.105472 -0.1506 -0.2556 -0.6816
N 1.997619 -0.536877 -1.673312 0.1614 -0.2159 0.2361
H 5.393315 1.149158 -3.312812 0.0111 0.0049 -0.0136
H 3.688226 1.103577 -3.790566 -0.0244 0.0159 0.0082
H 4.527806 -0.397788 -3.373157 0.0109 0.0371 0.0161
H 4.297648 1.868007 1.167864 0.0778 0.1290 0.0685
H 2.415450 -1.427777 -1.901785 0.1634 -0.1325 -0.0885
H 1.601610 -0.103683 -2.496979 0.0665 0.0670 -0.1875
N -4.404511 3.134815 5.226007 0.2924 -0.2337 -0.2457
C -3.689067 2.540280 4.547189 -0.0050 -0.0057 -0.0126
C -2.800353 1.797340 3.671896 -0.2723 0.3051 0.1819
C -1.908282 2.484519 2.853684 0.0190 0.0018 0.0290
C -1.078145 1.782234 1.995334 -0.0814 -0.1285 0.0828
C -1.150235 0.390996 1.940803 -0.1537 -0.0015 -0.2265
C -2.036045 -0.292681 2.771585 0.0749 0.0507 -0.0907
C -2.860593 0.410212 3.636150 -0.0423 -0.1458 0.0803
H -1.871616 3.564064 2.890392 0.0223 0.0253 0.0063
H -0.382367 2.329228 1.379488 0.0447 0.0525 -0.1235
H -2.096690 -1.371203 2.748413 -0.0454 -0.0570 -0.0268
H -3.559334 -0.114379 4.276752 0.0611 0.0203 -0.0348
O 2.125333 -3.033379 1.352576 0.2196 0.0281 -0.2921
C 1.081601 -2.907880 1.884655 -0.1390 0.3889 -0.3527
O 0.130562 -1.996257 1.406608 0.9081 -2.9232 1.1266
H 0.768020 -3.448783 2.767827 -0.4451 -0.0063 0.2889
F -2.532588 2.596769 -2.526413 -0.0629 0.1061 -0.1761
C -2.614096 1.440164 -1.919003 0.1922 -0.0966 0.1056
F -3.576592 0.691920 -2.419245 -0.0140 0.0665 -0.1163
F -2.806627 1.614005 -0.629857 0.0027 0.0228 0.1654
S -0.968572 0.531969 -2.199405 -0.1860 -0.0931 0.6936
O -0.291837 0.616272 -0.824581 -0.8814 1.4476 -2.6192
O -0.235966 1.221030 -3.199409 0.1679 -0.1945 -0.0848
N -1.290521 -0.954091 -2.571145 -0.2901 0.1127 0.2654
S -2.110601 -1.893583 -1.562896 0.0472 0.5097 0.1533
O -2.117470 -1.234156 -0.212578 0.4950 -0.8251 -0.9005
O -3.318530 -2.428605 -2.064986 0.0169 0.3368 0.1728
C -0.964179 -3.341916 -1.405043 0.2539 0.2833 0.1455
F 0.298160 -2.874008 -1.399754 -0.0042 -0.1320 0.0453
F -1.193241 -3.935705 -0.248693 -0.1305 -0.1916 0.0403
F -1.129256 -4.168419 -2.398335 -0.0016 -0.1116 -0.1892
```
Forces are in eV/Å.

Properties
* total charge: +1
* HOMO-LUMO gap (alpha / beta): 7.243 / 7.920 eV
* ΔE to the lowest compared entry with this formula, charge and spin: 24.1 kcal per mole
* 2S+1: 2
* E_LUMO (alpha / beta): -0.1851 / -0.1633 Eh

This record from OMol25 describes the ion C4H4F3N2O2 with charge -1 in a non-equilibrium geometry. The level of theory is wB97M-V/def2-TZVPD.

```
15
Properties=species:S:1:pos:R:3:forces:R:3
C -0.126117 -0.804019 -0.889846 -0.7306 3.2641 2.0720
C -1.193934 -1.731881 -0.279036 1.0204 -1.2444 0.4026
C -0.104388 0.725791 -0.002219 -0.2395 -4.3484 0.9955
C 1.292233 1.017039 0.425996 0.7704 -0.5433 -0.1066
N 0.528077 -0.972881 -1.916436 0.2856 -1.9108 -1.6426
N -1.009502 0.718156 1.134556 2.3110 2.3117 -0.5401
O -0.712687 -2.773424 0.223358 -0.1870 0.4868 -0.1710
O -2.363528 -1.330635 -0.295565 -0.4925 0.5181 -0.3369
F 1.452702 2.142386 1.115406 -0.1868 1.3986 -0.0630
F 1.772595 0.099994 1.259314 0.3720 -1.1764 0.2454
F 2.168351 1.087369 -0.643179 -0.7014 0.0522 0.5790
H -0.300139 1.435248 -0.703893 -1.1649 2.0770 -1.9917
H 1.207422 -0.343926 -2.299724 0.0427 0.8324 0.5270
H -1.950015 0.531768 0.983441 -1.5580 -0.7370 -0.9426
H -0.661070 0.199015 1.887828 0.4586 -0.9806 0.9728
```
Forces are in eV/Å.

Properties
* total charge: -1
* HOMO-LUMO gap: 7.928 eV
* structure (SMILES): [H]/N=C(/C(=O)[O-])[C@@H](N)C(F)(F)F
* E_LUMO: 0.1383 Eh

This record from OMol25 describes an isolated molecule of C22H22N2O in a non-equilibrium geometry. The level of theory is wB97M-V/def2-TZVPD.

```
47
Properties=species:S:1:pos:R:3:forces:R:3
C 5.055494 -1.331840 -1.657760 0.1664 0.1245 0.3127
C 4.944324 -0.890086 -0.201446 0.1699 -0.2617 -0.3269
N 3.698100 -0.172112 0.027426 0.1929 0.0258 0.1985
C 3.703363 1.240615 -0.241470 -0.2430 0.1029 -0.4079
H 4.693867 1.550669 -0.593397 -0.0304 -0.0010 0.0652
C 2.675951 1.604980 -1.333013 0.1069 0.2409 0.5315
C 1.280990 1.328493 -0.902802 -0.1329 -0.5665 -0.8301
C 0.332543 0.521894 -1.442527 0.4589 0.2874 0.1588
C -0.843041 0.691466 -0.650820 0.0149 0.4129 0.5652
C -2.145091 0.206616 -0.701887 0.1138 0.1321 0.1354
C -3.062349 0.659062 0.234870 0.2208 0.0459 0.0126
C -2.667232 1.562022 1.234695 -0.0366 -0.0766 -0.0749
C -1.378057 2.046343 1.312530 0.3874 0.1340 -0.0643
C -0.479197 1.615929 0.350430 -0.8831 -0.6031 -0.3460
O 0.808741 1.994220 0.189623 0.2857 0.3077 0.2897
H -1.081045 2.742049 2.080936 0.0200 0.0784 0.1033
H -3.392973 1.872913 1.971323 -0.0534 0.0395 0.0661
C -4.464224 0.223754 0.152597 -0.3037 -0.0712 -0.0125
C -5.496950 1.147535 0.318022 0.0809 -0.0731 0.0065
C -6.815915 0.764391 0.199344 -0.0972 -0.1889 -0.0022
C -7.128563 -0.566357 -0.084598 0.9074 0.2866 0.0957
C -6.104426 -1.501529 -0.240916 -0.1824 0.0729 -0.0222
C -4.789182 -1.103965 -0.124354 0.0496 0.0925 0.0227
H -3.998937 -1.831863 -0.234648 0.0641 -0.0544 -0.0003
H -6.350846 -2.531776 -0.453424 -0.0181 -0.0406 -0.0016
C -8.478168 -0.960003 -0.219392 -0.5884 -0.1797 -0.0531
N -9.575230 -1.274964 -0.332372 -0.3173 -0.0976 -0.0284
H -7.611342 1.485356 0.317673 -0.0455 0.0333 -0.0050
H -5.257051 2.181538 0.516454 0.0228 0.0823 0.0019
H -2.444013 -0.475703 -1.482910 -0.0677 -0.0671 -0.0906
H 0.445177 -0.108139 -2.300674 0.1328 -0.1037 -0.2117
H 2.776587 2.670119 -1.560542 -0.0357 0.0325 -0.1118
H 2.881468 1.026503 -2.232221 -0.0242 0.0206 -0.0153
H 3.467774 1.820467 0.660440 0.1041 -0.0286 -0.0220
C 3.076847 -0.627790 1.260716 -0.3159 -0.2020 0.2477
H 2.191245 -1.229837 1.017435 -0.0158 0.0651 0.1863
C 4.128179 -1.491209 1.960680 -0.0614 0.0165 -0.1276
H 3.689905 -2.255702 2.598758 -0.0093 0.0036 0.0791
H 4.787760 -0.865756 2.565154 0.0083 0.0058 0.0407
C 4.895751 -2.067019 0.776146 -0.0111 0.2583 0.0573
H 5.890241 -2.421221 1.039803 0.0357 -0.0700 -0.0487
H 4.333599 -2.889349 0.332138 -0.0071 -0.0893 -0.0569
H 2.749601 0.213139 1.879975 -0.0328 -0.0106 -0.0632
H 5.813819 -0.251200 0.040430 -0.0902 -0.0543 0.0258
H 5.945725 -1.939845 -1.798720 0.1510 -0.0651 -0.1192
H 4.180174 -1.914499 -1.931921 -0.1173 -0.0743 -0.0179
H 5.116592 -0.468319 -2.315798 0.0259 0.0772 -0.1422
```
Forces are in eV/Å.

Properties
* total charge: 0
* HOMO-LUMO gap: 8.536 eV
* structure (SMILES): C[C@@H]1CCCN1CCc1cc2cc(-c3ccc(C#N)cc3)ccc2o1
* ΔE to the lowest compared entry with this formula, charge and spin: 3.5 kcal per mole
* E_LUMO: 0.0098 Eh

This record from OMol25 describes a structure of composition C30H21BrN3O6SeSn in a non-equilibrium geometry. The level of theory is wB97M-V/def2-TZVPD.

```
63
Properties=species:S:1:pos:R:3:forces:R:3
Sn 0.009819 0.086298 0.295830 -0.0065 1.1754 -0.1269
O 0.639059 1.177428 2.754194 0.0762 -0.1876 -0.0476
C 1.693748 1.006339 3.353614 -0.1696 0.2434 0.1570
C 3.008644 0.757623 2.820046 0.0651 -0.0977 -0.3354
C 4.049510 0.696989 3.742235 0.1662 0.0144 0.1385
C 5.357142 0.526970 3.343948 -0.3396 0.0389 -0.3290
C 5.664021 0.417029 1.966669 0.0420 0.0064 0.1636
C 4.673046 0.471477 1.042736 -0.0491 -0.0203 -0.0794
C 3.283533 0.626956 1.400351 0.0364 0.0316 0.1309
O 2.407709 0.656093 0.503388 -0.1861 0.0550 -0.1064
N 6.404914 0.483626 4.316239 0.3182 -0.0638 0.3572
O 6.115818 0.596937 5.502816 -0.0218 0.0079 -0.1507
O 7.557588 0.330721 3.926456 -0.1559 0.0370 -0.0248
H 1.676090 1.098950 4.458309 0.0296 -0.0631 -0.0043
H 3.835898 0.801682 4.798806 -0.0082 -0.0233 0.0055
H 6.696552 0.289791 1.675490 0.0148 -0.0032 -0.0106
H 4.884912 0.385261 -0.015166 0.0167 -0.0101 0.0150
C 0.102147 -0.004316 -4.462960 -0.0143 0.1133 -0.0143
C 0.039082 1.304649 -4.909329 -0.0151 -0.0590 0.0820
C 0.060716 2.335538 -3.984773 0.0211 0.0227 0.0292
C 0.155333 2.030337 -2.631977 0.0031 -0.0429 -0.2028
N 0.226753 0.767232 -2.216827 -0.0382 -0.1551 0.2962
C 0.188709 -0.222090 -3.096482 0.0430 -0.1950 -0.1192
C 0.184414 3.068226 -1.571598 -0.0235 0.1761 0.1757
C 0.162714 4.434435 -1.837655 0.0081 0.0354 -0.0295
C 0.187749 5.328988 -0.781008 -0.0026 -0.0669 0.0720
C 0.219417 4.845769 0.516987 -0.0056 0.0251 -0.1785
C 0.234716 3.471568 0.694760 0.0152 0.1532 0.2351
N 0.232341 2.619612 -0.318579 -0.0396 -0.3418 0.0772
H 0.077685 -0.837186 -5.151233 0.0013 -0.0208 0.0283
H -0.034436 1.524590 -5.966587 -0.0084 0.0051 0.0002
H -0.005823 3.359467 -4.321487 -0.0005 0.0034 0.0274
H 0.230898 -1.226364 -2.683100 -0.0052 0.0247 0.0321
H 0.125596 4.814823 -2.847750 0.0013 -0.0805 -0.0311
H 0.178255 6.394401 -0.971080 -0.0106 0.0054 -0.0195
H 0.231217 5.515085 1.365548 -0.0064 -0.0415 0.0307
H 0.248357 3.028259 1.685404 0.0145 0.0677 -0.1145
Br -8.256504 1.750235 -1.597928 0.0876 -0.0176 0.0231
C -6.784308 0.970388 -0.660019 -0.1468 0.0460 -0.0537
C -7.054676 0.055143 0.342484 0.0258 -0.0091 0.0366
C -5.987768 -0.505765 1.031188 -0.0022 -0.0054 -0.0209
C -4.686602 -0.145172 0.717699 0.0398 0.0706 0.0148
C -4.435254 0.769598 -0.298691 0.1374 -0.1298 0.0402
C -5.494861 1.329543 -1.001225 0.0536 0.0304 -0.0370
C -2.996921 1.123567 -0.659418 -0.0710 0.2312 -0.1284
O -2.754792 1.527460 -1.799074 -0.0457 0.0065 0.0900
O -2.161465 0.973041 0.295131 0.1700 -0.2278 0.0202
H -8.075353 -0.211154 0.579861 -0.0010 0.0046 -0.0068
H -6.176515 -1.227713 1.815821 -0.0098 0.0013 -0.0084
H -3.843043 -0.562968 1.249828 -0.0110 -0.0181 0.0132
H -5.291206 2.032540 -1.797202 0.0059 -0.0318 -0.0174
Se 0.067466 -2.639062 0.135350 0.0696 -1.1370 0.0846
C 0.191245 -4.580548 0.027159 -0.0523 0.5574 -0.2107
C -0.093733 -5.235494 -1.169636 0.0082 -0.0368 0.0496
C -0.035850 -6.618794 -1.248320 -0.0115 -0.0171 -0.0502
C 0.310445 -7.371103 -0.133817 -0.0043 -0.0307 -0.0146
C 0.609785 -6.721745 1.055983 0.0123 -0.0435 0.0500
C 0.553085 -5.338069 1.137897 -0.0034 0.0495 -0.0085
H -0.365501 -4.643670 -2.034596 -0.0223 -0.0430 -0.0188
H -0.265085 -7.112619 -2.186013 -0.0031 -0.0047 0.0069
H 0.344043 -8.452144 -0.192432 0.0231 0.0038 0.0012
H 0.890440 -7.299304 1.929612 -0.0062 0.0098 0.0015
H 0.789092 -4.829360 2.064095 -0.0082 -0.0283 0.0142
```
Forces are in eV/Å.

Properties
* total charge: -1
* HOMO-LUMO gap: 6.370 eV
* ΔE to the lowest compared entry with this formula, charge and spin: 7.8 kcal per mole
* E_LUMO: 0.0670 Eh